Record 1
A gas-phase ion, C34H55O2Si2 (charge +1). Source: OMol25; level of theory: wB97M-V/def2-TZVPD.

Structure (XYZ):
```
93
Properties=species:S:1:pos:R:3:forces:R:3:lowdin_charge:R:1
C -2.836 -3.208 1.702 -0.10 0.02 -0.07 -0.17
Si -1.681 -3.299 0.226 -0.56 -0.10 -0.02 0.43
C -0.460 -4.672 0.568 0.17 -0.25 0.02 -0.14
C -2.629 -3.619 -1.345 0.00 -0.07 0.04 -0.14
O -0.997 -1.811 -0.122 1.38 0.95 0.34 -0.16
C -0.023 -0.953 0.532 -1.07 -1.93 -0.24 -0.28
C 1.373 -1.590 0.403 -0.09 -2.62 -1.36 -0.08
O 1.519 -2.581 -0.443 -0.66 2.24 1.45 -0.02
Si 2.885 -3.584 -0.934 0.49 -0.77 0.14 0.52
C 2.152 -5.149 -1.611 -0.18 0.14 -0.12 -0.16
C 3.737 -2.556 -2.203 0.02 0.11 -0.15 -0.14
C 3.979 -4.075 0.504 0.13 0.16 0.09 -0.15
C 2.436 -1.353 1.390 0.87 0.50 -0.50 -0.09
C 1.884 -1.769 2.737 -0.51 0.00 0.89 -0.14
C 0.749 -0.824 3.050 -0.40 0.37 0.56 -0.16
C -0.397 -0.902 2.050 -0.07 0.15 0.43 -0.06
H -3.594 -3.998 1.589 0.15 0.20 0.07 0.05
H -2.326 -3.378 2.660 -0.15 0.03 -0.18 0.04
H -3.354 -2.240 1.741 0.04 -0.23 0.05 0.05
H -0.941 -5.480 1.139 0.04 0.28 -0.12 0.06
H -0.099 -5.118 -0.365 -0.05 0.17 0.22 0.01
H 0.406 -4.337 1.153 -0.11 -0.12 -0.04 0.02
H -3.230 -4.536 -1.273 0.13 0.20 -0.04 0.05
H -3.304 -2.778 -1.556 0.14 -0.22 -0.01 0.03
H -1.929 -3.727 -2.184 -0.21 0.05 0.11 0.04
H 2.919 -5.653 -2.221 -0.19 0.16 0.14 0.06
H 1.850 -5.838 -0.810 0.10 0.22 -0.28 0.04
H 1.289 -4.934 -2.255 0.16 -0.19 0.08 0.05
H 4.566 -3.142 -2.622 -0.14 0.14 0.04 0.06
H 3.041 -2.313 -3.016 0.18 0.00 0.08 0.06
H 4.146 -1.622 -1.801 -0.02 -0.21 -0.08 0.03
H 4.503 -5.004 0.233 -0.20 0.18 -0.02 0.06
H 4.756 -3.331 0.717 -0.12 -0.15 0.03 0.04
H 3.423 -4.279 1.429 0.09 0.03 -0.20 0.05
H 3.367 -1.885 1.172 -0.39 0.18 -0.27 0.10
H 2.646 -0.278 1.424 -0.01 -0.13 0.10 0.13
H 1.549 -2.817 2.724 0.10 0.15 0.05 0.12
H 2.643 -1.658 3.518 0.12 -0.19 -0.32 0.14
H 0.326 -1.026 4.045 0.17 0.03 -0.20 0.13
H 1.138 0.207 3.075 -0.02 -0.41 0.06 0.11
H -1.022 -0.015 2.216 0.10 -0.59 -0.28 0.10
H -1.032 -1.769 2.293 0.47 0.29 -0.28 0.09
C -5.667 4.285 -0.032 -0.27 0.13 0.07 -0.05
C -4.382 3.726 -0.551 0.59 -0.42 0.37 -0.27
C -4.324 2.388 -0.928 -0.07 0.22 -0.37 -0.01
C -3.188 1.821 -1.506 0.18 0.38 0.40 -0.19
C -3.374 0.476 -2.155 -0.27 -0.41 0.19 -0.04
C -1.972 2.541 -1.487 -0.40 0.15 -0.39 -0.12
C -0.665 1.945 -2.032 0.36 0.18 0.09 -0.29
C -0.595 2.210 -3.533 -0.05 -0.05 -0.25 -0.03
C -0.328 0.485 -1.621 -0.31 -0.24 -0.43 -0.10
C -0.173 0.433 -0.107 -0.37 1.59 -0.19 -0.16
C 0.852 1.423 0.455 0.10 -0.15 0.23 -0.11
C 0.474 2.199 1.582 0.25 -0.31 -0.43 -0.20
C -0.983 2.481 1.880 -0.17 0.22 0.35 -0.01
C 1.472 2.716 2.407 -0.27 -0.08 -0.35 0.00
C 2.822 2.555 2.090 -0.28 0.40 -0.22 -0.27
C 3.903 3.041 2.998 0.35 0.11 0.22 -0.04
C 3.152 2.023 0.848 -0.11 -0.01 0.03 -0.02
C 2.186 1.462 0.004 0.04 0.26 0.68 -0.22
C 2.686 0.825 -1.264 0.23 -0.06 0.03 -0.02
C -2.015 3.912 -1.110 -0.13 -0.75 0.23 -0.23
C -0.802 4.802 -1.150 0.03 0.30 0.13 -0.03
C -3.208 4.472 -0.640 -0.06 -0.08 -0.34 -0.01
H -5.612 5.368 0.078 -0.05 -0.03 0.04 0.08
H -6.483 4.049 -0.720 0.04 0.09 0.08 0.09
H -5.930 3.846 0.937 0.08 0.10 -0.10 0.09
H -5.228 1.780 -0.843 0.15 0.16 -0.18 0.12
H -2.908 0.416 -3.143 0.02 -0.05 0.24 0.08
H -3.004 -0.338 -1.521 0.04 0.02 -0.18 0.06
H -4.445 0.287 -2.291 0.20 0.10 -0.03 0.09
H 0.142 2.530 -1.585 -0.03 0.17 -0.03 0.11
H -0.707 3.287 -3.710 0.04 -0.28 -0.07 0.08
H 0.355 1.883 -3.975 -0.15 0.03 0.09 0.08
H -1.413 1.705 -4.055 0.13 0.05 -0.05 0.08
H -1.132 -0.189 -1.926 0.37 0.08 0.13 0.09
H 0.583 0.111 -2.110 -0.46 0.36 -0.12 0.11
H -1.149 0.803 0.259 0.32 -0.51 -0.02 0.14
H -1.044 3.304 2.600 -0.02 -0.14 -0.12 0.09
H -1.541 2.789 0.979 0.28 -0.20 0.40 0.07
H -1.518 1.631 2.330 0.10 0.42 -0.12 0.08
H 1.154 3.234 3.311 0.25 0.00 -0.08 0.13
H 4.835 2.533 2.744 0.03 0.08 0.17 0.08
H 4.083 4.118 2.892 -0.12 -0.17 -0.01 0.09
H 3.668 2.847 4.048 0.04 0.03 -0.13 0.09
H 4.208 1.985 0.556 -0.36 0.05 0.05 0.13
H 3.772 0.999 -1.337 -0.39 -0.17 -0.04 0.10
H 2.517 -0.267 -1.224 0.07 0.45 -0.41 0.05
H 2.214 1.250 -2.165 0.18 -0.30 0.35 0.09
H -1.119 5.807 -0.847 0.21 -0.12 -0.11 0.08
H -0.020 4.490 -0.443 -0.10 -0.06 -0.21 0.08
H -0.365 4.881 -2.152 -0.01 -0.09 0.22 0.08
H -3.212 5.529 -0.366 -0.05 -0.27 -0.05 0.12
```
Forces are in eV/Å.

## Properties
net charge	+1
LUMO	-3.9990	eV

Record 2
13 unconnected molecules or ions with the total composition C34H56Cl6O39S6. Source: OMol25; level of theory: wB97M-V/def2-TZVPD.

Structure (XYZ):
```
141
Properties=species:S:1:pos:R:3:forces:R:3:lowdin_charge:R:1
C -20.023 -10.355 -17.114 -0.16 1.62 0.53 -1.38
Cl -21.571 -9.360 -16.746 1.56 -1.14 -0.58 0.43
Cl -18.783 -9.912 -15.866 -0.67 -0.33 -0.71 0.45
Cl -19.369 -9.980 -18.756 -0.71 -0.48 1.21 0.49
H -20.260 -11.408 -16.957 -0.01 0.31 -0.45 0.01
C -8.959 -8.519 -14.683 0.72 -0.84 1.11 -1.45
Cl -8.338 -8.196 -16.297 -0.49 -0.05 0.39 0.53
Cl -7.905 -7.723 -13.447 -0.35 -0.40 -0.52 0.47
Cl -9.002 -10.341 -14.359 -0.03 1.48 -0.31 0.44
H -9.949 -8.125 -14.456 0.13 -0.20 -0.68 0.01
C -16.346 -19.096 -10.092 -0.29 -0.12 -0.56 -0.01
C -17.644 -18.316 -10.343 2.36 -0.04 0.62 -0.33
C -18.770 -19.211 -10.671 0.12 -0.52 -0.52 -0.08
O -19.798 -18.793 -9.760 -1.68 -2.73 -2.37 0.13
C -19.353 -17.914 -8.945 -1.79 4.78 3.86 -0.60
O -20.019 -17.222 -8.144 1.73 -2.73 -2.30 0.10
O -18.069 -17.702 -9.137 1.61 0.95 0.10 0.11
H -16.452 -19.802 -9.268 -0.05 0.32 0.30 0.09
H -15.463 -18.466 -9.985 -0.18 0.01 0.18 0.09
H -16.192 -19.737 -10.959 0.19 0.08 -0.28 0.08
H -17.463 -17.604 -11.148 -0.10 0.52 0.33 0.16
H -18.398 -20.226 -10.528 -0.94 -0.32 0.33 0.13
H -18.990 -19.066 -11.729 -0.93 -0.18 0.23 0.14
C -20.628 -13.958 -13.075 0.81 -0.75 -0.96 -0.03
C -22.007 -14.608 -13.027 2.08 0.13 0.34 -0.30
C -22.682 -14.086 -11.778 0.33 -1.27 -0.24 -0.11
O -23.729 -13.346 -12.354 -1.05 1.14 1.25 0.08
C -23.764 -13.387 -13.707 -3.85 1.77 -0.62 -0.52
O -24.678 -12.837 -14.358 3.69 -1.97 1.93 0.10
O -22.774 -14.139 -14.125 0.26 -0.49 -1.21 0.11
H -20.096 -14.037 -12.127 -0.28 0.18 0.16 0.09
H -20.690 -12.927 -13.423 -0.12 0.10 0.35 0.10
H -19.973 -14.473 -13.776 -0.04 -0.01 -0.29 0.08
H -21.919 -15.693 -13.087 -0.25 0.06 -0.05 0.16
H -21.940 -13.587 -11.155 -0.47 1.18 -0.33 0.12
H -22.961 -14.891 -11.098 -1.08 -0.08 -0.31 0.14
C -17.550 -23.844 -14.704 -1.61 0.28 0.82 -0.02
C -18.572 -22.842 -15.318 2.36 -1.40 -0.67 -0.30
C -17.960 -21.917 -16.365 -0.20 0.83 0.25 -0.07
O -18.681 -22.266 -17.538 1.43 2.95 -1.78 0.10
C -19.557 -23.184 -17.364 -2.01 -3.48 -1.07 -0.58
O -20.273 -23.719 -18.203 1.46 1.64 1.86 0.13
O -19.435 -23.626 -16.100 -1.79 -0.90 0.51 0.07
H -18.249 -24.566 -14.281 0.28 -0.07 0.86 0.08
H -16.974 -23.320 -13.942 0.12 -0.36 0.09 0.08
H -16.937 -24.509 -15.313 0.10 0.88 -0.75 0.09
H -19.143 -22.330 -14.543 0.14 0.01 0.01 0.15
H -16.899 -21.985 -16.604 -0.03 -0.53 0.31 0.14
H -18.126 -20.879 -16.073 -0.25 0.16 -0.45 0.13
C -14.442 -12.694 -13.564 0.00 -1.01 0.26 -0.01
C -14.545 -13.766 -14.670 0.12 1.66 0.65 -0.29
C -13.295 -14.185 -15.431 0.52 1.42 0.69 -0.09
O -13.374 -15.579 -15.445 0.03 -1.58 -1.00 0.08
C -14.452 -16.007 -14.777 -1.33 -3.36 -0.97 -0.55
O -14.915 -17.158 -14.801 1.76 2.90 0.31 0.09
O -15.021 -15.004 -14.158 -1.08 0.66 1.07 0.10
H -15.469 -12.497 -13.256 0.08 0.39 0.00 0.08
H -13.931 -11.781 -13.871 -0.24 -0.07 -0.33 0.09
H -13.929 -13.054 -12.672 0.20 -0.23 -0.09 0.08
H -15.314 -13.344 -15.317 0.01 -0.47 -0.50 0.15
H -12.352 -13.949 -14.936 -0.10 0.32 0.22 0.14
H -13.279 -13.684 -16.399 0.03 -0.66 -0.31 0.14
C -15.121 -11.173 -7.870 0.47 -0.32 -1.09 -0.03
C -15.536 -12.656 -7.584 0.37 2.88 1.00 -0.25
C -14.599 -13.398 -6.579 0.19 0.55 -2.62 -0.09
O -15.460 -13.742 -5.547 1.70 -1.63 1.80 0.10
C -16.633 -13.205 -5.646 -5.51 -0.39 1.12 -0.55
O -17.614 -13.359 -4.881 3.88 0.72 -2.18 0.10
O -16.742 -12.573 -6.825 -0.67 0.29 0.02 0.07
H -15.892 -10.607 -8.393 -0.50 -0.22 0.39 0.08
H -14.321 -11.091 -8.606 0.36 -0.57 -0.08 0.07
H -14.740 -10.568 -7.047 -0.41 -0.46 0.50 0.08
H -15.790 -13.149 -8.523 0.37 -0.31 0.18 0.15
H -13.745 -12.828 -6.212 -0.26 0.24 0.03 0.14
H -14.209 -14.211 -7.192 0.03 -0.75 0.91 0.13
C -5.395 -16.926 -19.085 1.43 -0.82 -1.88 -0.24
C -4.971 -15.546 -19.684 -0.77 -1.45 1.13 -0.12
O -5.749 -14.586 -18.915 -0.19 -0.61 -0.31 -0.20
S -6.678 -15.250 -17.750 -0.39 1.03 1.17 0.75
O -8.094 -15.379 -18.125 3.38 0.04 0.52 -0.25
O -6.324 -14.518 -16.521 -0.85 -2.20 -2.59 -0.26
O -5.897 -16.742 -17.824 -1.95 2.16 1.77 -0.19
H -4.507 -17.542 -18.943 0.12 0.03 -0.12 0.13
H -6.033 -17.505 -19.752 -0.57 0.26 0.13 0.13
H -5.194 -15.534 -20.751 -0.09 0.50 0.21 0.13
H -3.900 -15.503 -19.486 -0.16 1.03 0.00 0.13
C -8.365 -17.389 -11.162 0.50 0.59 -0.15 -0.13
C -8.902 -17.073 -12.563 -0.39 -0.88 0.64 -0.17
O -9.458 -15.811 -12.379 -1.24 3.31 -0.04 -0.21
S -9.850 -15.365 -10.866 0.86 0.42 1.79 0.69
O -11.267 -15.306 -10.546 2.05 -0.06 -1.35 -0.25
O -8.998 -14.262 -10.386 -1.76 -2.41 -1.70 -0.25
O -9.327 -16.764 -10.283 -0.51 -0.66 0.31 -0.21
H -7.456 -16.857 -10.883 0.45 -0.28 -0.72 0.13
H -8.236 -18.461 -11.008 -0.46 0.19 0.49 0.13
H -9.735 -17.713 -12.853 0.05 -0.48 0.26 0.13
H -8.226 -17.071 -13.419 0.41 0.31 0.45 0.14
C -15.613 -5.749 -8.167 0.28 1.92 -2.45 -0.14
C -16.055 -4.728 -9.319 -0.39 0.66 1.49 -0.19
O -15.039 -4.570 -10.306 1.03 -2.35 0.08 -0.20
S -14.182 -6.011 -10.323 -0.25 -1.09 0.09 0.76
O -12.771 -5.756 -10.598 -3.07 -0.37 0.57 -0.24
O -14.921 -7.084 -11.026 1.63 2.82 1.41 -0.27
O -14.384 -6.281 -8.690 0.19 -0.41 -1.03 -0.22
H -16.484 -6.395 -8.054 0.75 -0.70 0.37 0.13
H -15.340 -5.145 -7.302 -0.18 -0.57 0.17 0.12
H -16.120 -3.767 -8.808 -0.25 0.15 -0.43 0.12
H -17.025 -4.992 -9.739 0.25 -0.09 -0.27 0.12
C -14.333 -7.015 -20.335 -0.22 0.50 -2.39 -0.22
C -12.825 -7.014 -20.514 -0.23 0.02 2.03 -0.15
O -12.387 -8.102 -19.683 -0.12 -2.25 1.15 -0.22
S -13.567 -8.847 -18.736 0.48 0.02 -0.30 0.75
O -13.188 -8.898 -17.317 -0.70 1.00 -3.18 -0.25
O -14.056 -10.100 -19.293 0.90 2.33 0.36 -0.25
O -14.591 -7.607 -19.091 -0.39 -0.85 1.24 -0.19
H -14.850 -7.431 -21.199 -0.05 -1.32 0.33 0.13
H -14.730 -6.007 -20.458 0.12 0.28 1.24 0.13
H -12.501 -6.137 -19.953 0.58 0.24 -0.56 0.13
H -12.384 -7.112 -21.505 -0.37 -0.01 0.13 0.14
C -10.829 -19.905 -18.096 0.26 0.81 0.86 -0.18
C -9.442 -20.438 -18.446 0.14 -2.26 1.88 -0.20
O -9.193 -20.280 -19.813 -0.53 1.02 -1.15 -0.17
S -10.377 -19.378 -20.456 0.45 3.10 -0.36 0.68
O -10.820 -19.857 -21.724 0.41 -0.31 1.05 -0.21
O -9.975 -17.962 -20.367 -0.79 -3.03 0.21 -0.25
O -11.468 -19.735 -19.325 -0.18 -0.01 -2.02 -0.18
H -10.817 -18.927 -17.616 0.25 -0.04 0.25 0.13
H -11.424 -20.593 -17.495 0.17 -0.02 -0.11 0.14
H -9.437 -21.516 -18.287 -0.26 -0.24 -0.12 0.13
H -8.651 -20.150 -17.754 0.13 1.01 -0.53 0.13
C -8.775 -13.940 -23.701 -2.08 -0.39 0.41 -0.16
C -9.886 -14.875 -24.378 1.04 0.58 1.10 -0.14
O -11.193 -14.484 -23.873 0.68 1.95 0.60 -0.22
S -11.103 -13.099 -22.879 0.87 -1.01 -0.95 0.76
O -11.050 -13.545 -21.514 0.17 0.40 -1.23 -0.24
O -12.088 -12.090 -23.238 2.30 -1.79 -0.04 -0.24
O -9.507 -12.749 -23.424 -2.41 0.95 0.66 -0.24
H -7.948 -13.646 -24.346 -0.20 -0.26 -0.05 0.13
H -8.444 -14.321 -22.735 0.24 -0.34 -0.18 0.12
H -9.745 -15.907 -24.056 0.01 0.04 -0.31 0.12
H -9.781 -14.738 -25.455 -0.65 -0.13 0.02 0.12
```
Forces are in eV/Å.

## Properties
LUMO	-0.2735	eV